Record 1
Below is C36H52BiN2O2PSSe as an isolated structure, with properties calculated with ωB97M-V/def2-TZVPD.

## Properties
Max |F|, eV/A: 0.474
Gap between HOMO and LUMO, Ha: 0.2592
ΔE to the lowest compared entry with this formula, charge and spin, kcal per mole: 0.0
Total energy, eV: -136562.6677

Last column: Löwdin charge in e.
Cartesian coordinates (Å):
Bi  0.2140  -0.0365  0.8219  1.6089
O  1.5502  1.4871  2.0673  -0.3008
C  2.4594  1.4324  2.9819  -0.3690
C  2.8043  2.6190  3.6853  -0.0189
C  3.7830  2.6360  4.6431  -0.0843
C  4.4912  1.4708  4.9838  -0.1053
C  4.1730  0.3118  4.3284  -0.0630
C  3.1749  0.2542  3.3319  -0.1409
C  2.9510  -1.0490  2.7585  -0.1086
N  2.1217  -1.4125  1.8501  -0.0846
C  2.1201  -2.8469  1.5342  -0.2086
C  1.0209  -3.1634  0.5227  -0.2195
N  -0.1593  -2.4273  0.9209  -0.1285
C  -1.1929  -3.0130  1.3788  -0.0795
C  -2.3255  -2.3342  1.9744  -0.1520
C  -3.5270  -3.0472  2.0801  -0.0450
C  -4.6373  -2.4926  2.6702  -0.0923
C  -4.5354  -1.2015  3.1964  -0.0738
C  -3.3582  -0.4902  3.1268  -0.0143
C  -2.2210  -1.0312  2.5059  -0.3609
O  -1.0955  -0.3303  2.5308  -0.3315
H  2.2603  3.5173  3.4218  0.1021
H  4.0139  3.5671  5.1474  0.1030
H  5.2592  1.4893  5.7437  0.0950
H  4.6985  -0.6056  4.5735  0.1058
H  3.5924  -1.8269  3.1923  0.1279
H  1.9316  -3.4213  2.4459  0.1228
H  3.0910  -3.1522  1.1331  0.1184
H  0.8403  -4.2423  0.4852  0.1200
H  1.3112  -2.8294  -0.4790  0.1116
H  -1.2349  -4.1077  1.3473  0.1405
H  -3.5744  -4.0471  1.6633  0.1150
H  -5.5683  -3.0394  2.7208  0.1001
H  -5.3973  -0.7486  3.6722  0.1060
H  -3.2749  0.5076  3.5371  0.1164
C  -6.8173  -3.6772  -1.1420  -0.0544
C  -5.5730  -2.8302  -1.1523  -0.2820
C  -4.3813  -3.3003  -1.6831  -0.0281
C  -3.2290  -2.5192  -1.7151  -0.3088
C  -1.9959  -3.0899  -2.3642  -0.0911
C  -3.2605  -1.2235  -1.1733  -0.5392
Se  -1.7052  -0.1321  -1.3169  0.5777
C  -4.4586  -0.7294  -0.6368  -0.2983
C  -4.5834  0.6601  -0.0780  -0.0783
C  -5.5880  -1.5411  -0.6438  -0.0298
H  -6.6089  -4.6903  -1.4864  0.0705
H  -7.5869  -3.2575  -1.7929  0.0790
H  -7.2449  -3.7442  -0.1393  0.0738
H  -4.3466  -4.3016  -2.1014  0.1092
H  -2.2052  -4.0823  -2.7652  0.0727
H  -1.1661  -3.1661  -1.6602  0.0468
H  -1.6417  -2.4518  -3.1753  0.0592
H  -3.6582  0.9875  0.3877  0.0064
H  -5.3752  0.6961  0.6711  0.0761
H  -4.8299  1.3781  -0.8657  0.0878
H  -6.5078  -1.1504  -0.2178  0.1207
C  2.0157  2.4461  -4.2856  -0.1060
C  1.3034  1.4351  -3.3866  -0.5547
C  0.8841  0.1779  -4.1565  -0.1367
P  2.1006  0.8955  -1.8127  1.0081
C  3.4569  -0.2859  -2.2557  -0.5513
C  4.3649  0.0153  -3.4489  -0.1082
C  4.2863  -0.5639  -0.9970  -0.1244
C  2.8982  2.3574  -1.0126  -0.5488
C  1.8105  3.4047  -0.7634  -0.1307
C  4.1468  2.9907  -1.6245  -0.1009
H  1.4394  2.5815  -5.2049  0.0790
H  3.0158  2.1244  -4.5720  0.0605
H  2.1010  3.4233  -3.8107  0.0568
H  0.3787  1.9048  -3.0283  0.0872
H  1.7504  -0.3584  -4.5511  0.0613
H  0.2563  0.4551  -5.0055  0.0823
H  0.3080  -0.5014  -3.5269  0.0213
H  2.9052  -1.2040  -2.4893  0.0930
H  4.8645  0.9781  -3.3531  0.0608
H  3.8198  0.0134  -4.3914  0.0554
H  5.1416  -0.7515  -3.5206  0.0795
H  4.9840  0.2514  -0.7959  0.0713
H  4.8767  -1.4738  -1.1277  0.0799
H  3.6661  -0.6875  -0.1058  0.0414
H  3.1727  1.9601  -0.0277  0.0862
H  1.4627  3.8497  -1.6996  0.0716
H  2.2044  4.2079  -0.1364  0.0859
H  0.9504  2.9772  -0.2444  0.0182
H  3.9802  3.3490  -2.6401  0.0618
H  4.9891  2.3009  -1.6445  0.0538
H  4.4500  3.8486  -1.0181  0.0803
C  -0.6156  3.8484  2.2583  -0.3912
S  -1.4583  2.6239  1.2535  0.7026
C  -1.8404  3.5972  -0.2072  -0.3929
H  0.2597  4.2340  1.7351  0.0270
H  -0.2820  3.3453  3.1634  0.0323
H  -1.2881  4.6641  2.5217  0.0409
H  -2.6849  4.2604  -0.0247  0.0408
H  -2.0976  2.8902  -0.9965  -0.0021
H  -0.9744  4.1841  -0.5134  0.0270

=====

Record 2
Below is C36H52Ge2N3O2PV as an isolated structure in a non-equilibrium geometry, with properties calculated with ωB97M-V/def2-TZVPD.

## Properties
⟨S²⟩: 2.05
Total charge: +1
Max |F|, eV/A: 4.949
Gap between HOMO and LUMO (alpha / beta), Ha: 0.2230 / 0.2114
ΔE to the lowest compared entry with this formula, charge and spin, kcal per mole: 0.0
Multiplicity: 3
Total energy, eV: -194741.5619

Last column: Löwdin charge in e.
Cartesian coordinates (Å):
V  0.3820  -0.2479  0.4029  0.6944
C  3.9312  -3.7160  0.7649  -0.2410
Ge  3.7940  -1.8510  0.0507  0.8580
C  4.4927  -0.4173  1.2977  -0.2275
C  4.4990  -1.4594  -1.7228  -0.2362
C  1.5762  -1.8185  -0.0517  -0.3679
H  3.9055  -3.6313  1.8724  0.0182
H  4.9242  -4.1537  0.5732  0.0133
H  3.1374  -4.4149  0.4505  0.0218
H  5.4978  -0.7181  1.5792  0.0057
H  3.9236  -0.3088  2.2578  0.0105
H  4.5051  0.5684  0.8098  0.0115
H  5.5871  -1.5295  -1.7532  0.0178
H  4.1731  -0.5230  -2.1256  -0.0178
H  4.1157  -2.3065  -2.4021  0.0561
H  1.2453  -2.5303  0.7735  -0.0236
H  1.4013  -2.3368  -1.0785  0.0198
C  -2.1616  -4.3420  3.3550  -0.0825
N  -1.7227  -2.9279  3.3741  -0.2997
C  -0.5095  -2.7844  4.1547  -0.1227
P  -2.1242  -1.6551  2.2219  0.6543
O  -0.7941  -1.3122  1.5606  -0.4317
N  -2.9586  -0.4811  3.0835  -0.2962
C  -3.1259  0.9049  2.6315  -0.0912
C  -3.3229  -0.6510  4.5314  -0.0814
N  -2.9916  -2.0297  0.8961  -0.2767
C  -4.4440  -2.0487  0.8269  -0.0969
C  -2.4149  -3.1159  -0.0580  -0.0158
H  -2.7251  -4.5603  2.4497  0.0654
H  -2.7367  -4.6348  4.2217  0.0789
H  -1.2471  -4.9683  3.3821  0.0933
H  -0.3753  -3.7078  4.6598  0.0612
H  -0.6060  -2.0046  4.9634  0.0951
H  0.3711  -2.6290  3.4769  0.0892
H  -2.1678  1.4072  2.3543  0.0813
H  -3.6950  1.5285  3.3206  0.0899
H  -3.6310  0.8422  1.6160  0.0762
H  -4.3817  -0.3126  4.6356  0.0990
H  -2.6272  -0.1626  5.2041  0.0785
H  -3.4357  -1.7315  4.6898  0.0733
H  -4.9096  -1.4938  1.6660  0.0902
H  -4.7975  -3.0970  0.7405  0.0957
H  -4.6817  -1.5123  -0.0517  0.0651
H  -2.8258  -4.0949  0.1684  0.0730
H  -1.3150  -3.0516  0.1504  0.0820
H  -2.7063  -2.7894  -1.0451  0.0711
C  2.3952  3.8167  -3.6521  -0.0930
C  2.8870  2.7678  -2.8777  -0.1036
C  2.0504  1.7868  -2.3040  -0.1493
C  0.6385  1.8939  -2.5226  -0.3598
C  0.1735  3.0418  -3.1964  -0.0965
C  1.0276  3.8842  -3.8989  -0.0783
Ge  -0.4603  0.4573  -1.9706  0.9422
C  -2.3627  0.9059  -2.2609  -0.3471
C  -3.2429  1.3118  -1.2720  -0.1389
C  -4.5531  1.6152  -1.5908  -0.0806
C  -4.9346  1.6985  -2.9743  -0.0831
C  -4.0009  1.4038  -3.9350  -0.0901
C  -2.7109  0.9830  -3.5844  -0.1391
C  -0.2953  -0.7059  -3.5663  -0.3441
C  -1.1769  -1.7326  -3.8130  -0.1078
C  -1.0755  -2.5421  -5.0378  -0.0630
C  0.0602  -2.4403  -5.7839  -0.1140
C  1.0739  -1.5380  -5.4398  -0.0740
C  0.8569  -0.6655  -4.3715  -0.0986
H  3.0239  4.5430  -4.1003  0.0907
H  3.9722  2.6934  -2.6351  0.1121
H  2.5336  0.9488  -1.7710  0.0799
H  -0.9099  3.1807  -3.1387  0.0995
H  0.5771  4.6435  -4.5813  0.1205
H  -2.8866  1.2353  -0.2548  0.0534
H  -5.2959  2.0003  -0.8809  0.1002
H  -5.9288  2.0765  -3.2026  0.1014
H  -4.3214  1.4600  -4.9965  0.1171
H  -1.9996  1.0177  -4.4522  0.1305
H  -2.0686  -1.8672  -3.1564  0.0909
H  -1.8476  -3.2364  -5.3116  0.0911
H  0.1732  -2.8946  -6.7647  0.1051
H  1.9892  -1.4923  -5.9650  0.0880
H  1.5310  0.1978  -4.2612  0.0928
C  1.4704  1.1291  3.7621  0.0087
C  1.7013  1.7800  2.3954  -0.2273
O  1.3089  1.1086  1.3371  -0.1617
C  2.2280  3.1425  2.2885  -0.1382
C  2.5081  3.8424  3.5089  -0.0134
C  2.9290  5.1422  3.4289  -0.0674
C  3.0783  5.8064  2.2124  -0.0516
C  2.9716  5.1186  1.0379  -0.0406
C  2.5558  3.7585  1.0504  0.0485
H  1.4367  0.0748  3.5386  0.0690
H  0.4970  1.4046  4.3092  0.1360
H  2.2662  1.2832  4.4701  0.0788
H  2.4118  3.3467  4.4431  0.0975
H  3.0916  5.6610  4.4160  0.1352
H  3.3386  6.8762  2.2578  0.1288
H  2.9786  5.6020  0.1152  0.0948
H  2.3085  3.2846  0.0740  0.1178

=====

Record 3
Below is a 10-piece molecular cluster, C36H52N8O2S2 overall in a non-equilibrium geometry, with properties calculated with ωB97M-V/def2-TZVPD.

## Properties
Max |F|, eV/A: 1.615
Gap between HOMO and LUMO, Ha: 0.2923
ΔE to the lowest compared entry with this formula, charge and spin, kcal per mole: 0.0
Total energy, eV: -75857.6870

Last column: Löwdin charge in e.
Cartesian coordinates (Å):
N  -39.5640  16.9257  -19.2896  0.0188
C  -40.8556  16.9535  -19.7878  -0.1365
C  -40.9345  17.9899  -20.6770  -0.1254
C  -39.6708  18.6342  -20.7184  -0.1058
C  -38.8658  17.9538  -19.8423  -0.1432
H  -39.2224  16.2603  -18.6179  0.1015
H  -41.5100  16.1536  -19.4847  0.1004
H  -41.7956  18.1890  -21.2943  0.0864
H  -39.3922  19.4741  -21.3301  0.0871
H  -37.8432  18.1055  -19.5364  0.0867
N  -36.4624  15.7170  -16.6570  0.0253
C  -35.7399  15.7576  -17.8143  -0.1634
C  -36.3585  15.0508  -18.8058  -0.0808
C  -37.5527  14.5184  -18.2060  -0.1232
C  -37.5569  14.9237  -16.9018  -0.1566
H  -36.0828  15.9915  -15.7728  0.1443
H  -34.7862  16.2617  -17.8856  0.1027
H  -36.0761  14.8703  -19.8278  0.0771
H  -38.3215  13.9053  -18.6471  0.0978
H  -38.3122  14.8625  -16.1297  0.1093
N  -29.6559  19.5872  -21.9554  0.0183
C  -29.0568  18.3911  -22.2193  -0.1357
C  -30.0541  17.4489  -22.3137  -0.1075
C  -31.2876  18.1004  -22.0501  -0.1094
C  -31.0088  19.4385  -21.8480  -0.1698
H  -29.1893  20.4745  -21.9044  0.1471
H  -27.9896  18.3561  -22.3537  0.1057
H  -29.9755  16.3890  -22.4955  0.0812
H  -32.2578  17.6525  -21.8982  0.0847
H  -31.7365  20.2079  -21.6725  0.0644
N  -34.1899  20.4650  -21.0495  0.0083
C  -34.4293  19.9731  -19.8030  -0.1423
C  -35.1043  18.7935  -19.9552  -0.1153
C  -35.2844  18.5723  -21.3404  -0.0961
C  -34.7525  19.6690  -22.0083  -0.1165
H  -33.6733  21.3129  -21.2249  0.0896
H  -34.0002  20.4767  -18.9526  0.0996
H  -35.5282  18.1810  -19.1753  0.0648
H  -35.8278  17.7535  -21.7812  0.0866
H  -34.6067  19.7759  -23.0691  0.0948
N  -33.3402  17.6455  -27.3256  0.0166
C  -34.1201  17.7034  -26.1917  -0.1281
C  -34.5853  16.4514  -25.9192  -0.1090
C  -34.0607  15.6063  -26.9350  -0.1290
C  -33.3251  16.3653  -27.8069  -0.1400
H  -32.8892  18.4459  -27.7330  0.0926
H  -34.2681  18.6714  -25.7458  0.0916
H  -35.2351  16.0700  -25.1527  0.0792
H  -34.1721  14.5419  -27.0894  0.0878
H  -32.7966  16.0464  -28.6876  0.1004
N  -33.6963  24.7641  -14.8665  0.0099
C  -32.4328  24.6932  -15.4058  -0.1332
C  -32.4943  23.9354  -16.5420  -0.1204
C  -33.8313  23.4975  -16.6868  -0.1238
C  -34.5352  24.0051  -15.6144  -0.1454
H  -33.9497  25.2958  -14.0569  0.1448
H  -31.6476  25.2490  -14.9200  0.1069
H  -31.6741  23.6394  -17.1770  0.0905
H  -34.2966  22.8494  -17.4119  0.0793
H  -35.5982  23.8941  -15.4721  0.1084
N  -31.1790  19.6760  -25.4098  0.0445
C  -31.0280  19.5903  -26.7493  -0.1568
C  -31.9213  20.4705  -27.3395  -0.1426
C  -32.6318  21.0953  -26.3044  -0.1099
C  -32.2474  20.4912  -25.1147  -0.1348
H  -30.7448  19.0702  -24.7288  0.1307
H  -30.2316  19.0618  -27.2459  0.1157
H  -31.9387  20.5760  -28.4130  0.0979
H  -33.3851  21.8632  -26.3785  0.0910
H  -32.5112  20.6190  -24.0792  0.0840
N  -32.3147  14.5599  -21.8296  0.0002
C  -33.4499  15.0958  -21.2988  -0.1399
C  -34.4558  14.9219  -22.2460  -0.1082
C  -33.8604  14.2654  -23.3484  -0.1222
C  -32.5334  14.0598  -23.0695  -0.1324
H  -31.4502  14.4819  -21.3238  0.1436
H  -33.4513  15.6026  -20.3500  0.0981
H  -35.4776  15.2620  -22.2437  0.0818
H  -34.3425  14.0217  -24.2806  0.0822
H  -31.7855  13.6223  -23.7069  0.1081
C  -33.6839  24.3236  -20.6998  -0.2505
S  -31.9666  23.9375  -21.1317  0.8464
O  -31.7704  22.4522  -20.9545  -0.5747
C  -31.9348  24.3731  -22.8976  -0.2554
H  -34.4003  23.7983  -21.3339  0.0580
H  -33.9120  25.3882  -20.7090  0.0596
H  -33.8162  23.9687  -19.6771  0.0283
H  -32.6821  25.0302  -23.3458  0.0574
H  -31.7865  23.4704  -23.4984  0.0431
H  -31.0238  24.9205  -23.1788  0.0470
C  -31.1675  18.6902  -18.6857  -0.2623
S  -31.0292  18.3478  -16.9077  0.8142
O  -29.7156  17.6385  -16.6931  -0.5740
C  -30.7281  20.0412  -16.3020  -0.2640
H  -31.8358  19.5348  -18.8469  0.0289
H  -31.5961  17.8130  -19.1644  0.0364
H  -30.1846  18.8832  -19.1123  0.0581
H  -29.9342  20.5357  -16.8632  0.0555
H  -30.4195  19.9748  -15.2618  0.0463
H  -31.6279  20.6558  -16.3775  0.0364